# 1
2 unconnected molecules or ions with the total composition C11H17N2O5S, computed with ωB97M-V/def2-TZVPD.

Values from the calculation:
Total charge: -1
Gap between HOMO and LUMO, hartree: 0.19154

CARTESIAN COORDINATES (ANGSTROEM)
N: -5.138 2.413 -2.419
C: -4.806 1.430 -2.914
O: -4.465 0.284 -3.417
O: -3.277 -0.151 -2.720
S: -3.642 -1.636 -1.874
O: -5.065 -1.604 -1.674
O: -2.950 -1.177 -0.531
C: -1.639 -1.838 -0.286
C: -1.345 -1.787 1.204
C: -0.300 -0.720 1.543
C: -0.855 0.703 1.531
N: 0.091 1.684 1.010
C: 0.021 3.019 1.300
C: 1.051 3.671 0.670
C: 1.784 2.677 -0.042
C: 1.169 1.469 0.185
H: -1.734 -2.872 -0.617
H: -0.879 -1.330 -0.877
H: -0.904 -2.747 1.477
H: -2.267 -1.651 1.773
H: 0.088 -0.940 2.539
H: 0.517 -0.864 0.838
H: -1.814 0.764 1.008
H: -1.052 1.018 2.559
H: -0.737 3.478 1.915
H: 1.283 4.723 0.706
H: 2.669 2.798 -0.645
H: 1.452 0.486 -0.179
C: 4.668 -1.002 0.042
C: 3.505 -1.823 -0.555
O: 2.321 -1.577 0.037
H: 4.786 -1.230 1.105
H: 5.620 -1.227 -0.463
H: 4.473 0.068 -0.065
H: 3.839 -2.894 -0.504
H: 3.531 -1.614 -1.659

# 2
A gas-phase ion, C5H12IN2 (charge +1), computed with ωB97M-V/def2-TZVPD.

Values from the calculation:
Total charge: +1
Gap between HOMO and LUMO, hartree: 0.35036

CARTESIAN COORDINATES (ANGSTROEM)
C: -0.434 0.122 -0.625
C: 1.902 -0.832 -1.002
C: 1.357 1.594 -0.853
C: 0.953 0.063 1.288
C: 0.926 0.163 -0.292
N: -1.532 0.394 -0.679
N: -2.893 -1.152 1.063
I: -3.956 -0.020 -0.249
H: 1.361 -1.585 -1.576
H: 2.478 -1.212 -0.213
H: 2.423 -0.162 -1.633
H: 0.838 2.459 -0.492
H: 1.288 1.505 -1.879
H: 2.373 1.837 -0.540
H: 1.951 0.221 1.435
H: 0.301 0.840 1.711
H: 0.708 -0.913 1.586
H: -2.145 -0.649 1.517
H: -5.193 -0.543 0.672
H: -2.708 -2.127 0.761